Record 1
88
Properties=species:S:1:pos:R:3:mulliken_spin:R:1 method="wB97M-V/def2-TZVPD" e_tot_ev=-227212.586 s2=0.775 homo_ev="-16.0 / -16.0" homo_lumo_gap_ev="6.91 / 5.38" charge=+3 multiplicity=2 lumo_energy_ev="-9.13 / -10.66" relative_energy_ev=0.000
Ir -0.7461 -0.1204 -0.3586 0.008
C 2.4526 0.5911 1.2919 0.000
C 1.5517 0.0291 2.3372 0.000
As -0.2529 0.5691 1.9025 0.000
C -1.1557 -0.1383 3.4161 0.000
C -0.9126 -1.4627 3.7935 0.000
C -1.4829 -1.9560 4.9612 0.000
C -2.3101 -1.1383 5.7291 0.000
C -2.5772 0.1659 5.3267 0.000
C -2.0091 0.6686 4.1601 0.000
C -0.3698 2.4464 2.1106 -0.001
C -1.4117 3.1342 1.4954 0.002
C -1.5520 4.4977 1.7147 0.000
C -0.6485 5.1649 2.5386 0.000
C 0.3995 4.4732 3.1366 0.000
C 0.5425 3.1041 2.9272 0.000
As 2.0804 -0.4856 -0.2490 0.006
C 2.6789 -2.2058 0.2727 0.001
C 2.1439 -3.3004 -0.3749 0.000
C 2.6342 -4.5732 -0.1114 0.000
C 3.6473 -4.7401 0.8276 0.000
C 4.1796 -3.6352 1.4892 0.000
C 3.7044 -2.3590 1.2093 0.000
C 3.3545 0.0564 -1.5266 0.000
C 3.6597 1.4170 -1.6612 0.000
C 4.7422 1.7836 -2.4416 0.000
C 5.4735 0.8061 -3.1190 0.000
C 5.1183 -0.5374 -3.0295 0.000
C 4.0386 -0.9206 -2.2510 0.001
H 3.5178 0.5100 1.4740 0.000
H 2.2570 1.6479 1.1309 0.000
H 1.7353 0.3827 3.3388 0.000
H 1.6345 -1.0513 2.3803 0.000
H -0.2727 -2.1054 3.1986 0.000
H -1.2789 -2.9755 5.2751 0.000
H -2.7531 -1.5244 6.6436 0.000
H -3.2241 0.7992 5.9253 0.000
H -2.2148 1.6845 3.8557 0.000
H -2.1113 2.6133 0.8529 -0.001
H -2.3688 5.0396 1.2530 0.000
H -0.7622 6.2298 2.7166 0.000
H 1.1028 4.9944 3.7765 0.000
H 1.3464 2.5700 3.4181 0.000
H 1.3761 -3.1471 -1.1019 -0.001
H 2.2400 -5.4333 -0.6470 0.000
H 4.0278 -5.7344 1.0445 0.000
H 4.9772 -3.7641 2.2147 0.000
H 4.1466 -1.5028 1.7055 0.000
H 3.0799 2.1772 -1.1530 -0.001
H 5.0145 2.8296 -2.5299 0.000
H 6.3177 1.0982 -3.7346 0.000
H 5.6823 -1.2884 -3.5721 0.000
H 3.7601 -1.9633 -2.1841 0.000
Cl -0.5811 4.2426 -6.4546 0.117
C -0.5941 3.0143 -5.3310 0.266
C -0.9517 1.7123 -5.7215 -0.088
C -0.9723 0.7186 -4.7942 0.205
Cl -1.3855 -0.8551 -5.2336 0.048
C -0.6199 0.9804 -3.3846 0.074
O -0.6757 0.0756 -2.5620 0.197
C -0.2414 2.3370 -3.0375 0.053
C 0.1748 2.6905 -1.6747 0.003
O 0.3688 1.8913 -0.7742 0.018
C -0.2312 3.3047 -3.9716 0.085
H -1.2100 1.5096 -6.7553 0.002
H 0.3426 3.7576 -1.4669 0.000
H 0.0743 4.3168 -3.7030 -0.001
C -4.3193 -0.8307 -2.4941 0.008
C -4.5915 0.0028 -1.2447 -0.001
S -3.2099 0.4370 -0.1171 0.003
C -3.4209 -0.6198 1.3025 0.001
C -3.0403 -2.0430 1.0805 0.000
S -1.3404 -2.2463 0.4580 0.000
C -1.6414 -3.3172 -1.0002 -0.001
C -2.2616 -2.6465 -2.2172 0.003
S -4.0621 -2.5769 -2.1497 0.000
H -3.4735 -0.4506 -3.0687 -0.002
H -5.2033 -0.7839 -3.1259 0.000
H -5.3373 -0.4769 -0.6089 0.000
H -4.9759 0.9780 -1.5463 0.000
H -4.4561 -0.5580 1.6336 0.000
H -2.8087 -0.1650 2.0649 -0.001
H -3.6900 -2.5437 0.3777 0.000
H -3.0840 -2.5696 2.0368 0.000
H -2.2376 -4.1556 -0.6278 0.000
H -0.6640 -3.6968 -1.2499 0.000
H -1.9984 -3.2075 -3.1109 -0.001
H -1.8854 -1.6464 -2.3267 -0.002

Record 2
95
Properties=species:S:1:pos:R:3:lowdin_charge:R:1 method="wB97M-V/def2-TZVPD" e_tot_ev=-186911.996 homo_ev=-7.2 homo_lumo_gap_ev=5.99 multiplicity=1 lumo_energy_ev=-1.20 relative_energy_ev=0.495
Hf 0.7500 -0.1299 0.7856 1.082
O -0.2523 6.6028 2.1567 -0.057
C 0.0134 5.4802 1.8336 -1.019
S 1.2099 4.4674 2.6534 0.964
C 1.0153 3.0452 1.6484 -1.129
C 0.1241 3.1366 0.6461 -1.115
S -0.2163 1.8518 -0.5029 0.432
S -0.7336 4.6484 0.4552 0.948
S 2.0554 1.6809 1.9730 0.559
Br -3.6519 -1.1872 6.5111 0.758
C -2.1978 -0.8819 5.3151 -0.618
C -1.1916 -1.7591 5.3571 -0.146
C -0.0342 -1.8031 4.4856 0.001
C 0.1072 -1.1967 3.2988 -0.253
C -0.7233 -0.2249 2.5362 -0.275
C -2.3614 0.3649 4.5520 -0.212
N 1.1824 -1.4613 2.4223 -0.056
C 2.2684 -2.1328 2.4501 -0.037
C 3.0924 -1.9954 1.2605 -0.319
C 4.3016 -2.6091 1.2415 -0.022
C 5.1633 -2.4181 0.0976 -0.076
C 4.7418 -1.6387 -0.8971 -0.046
C 3.4091 -0.9361 -0.9079 -0.430
N 2.5604 -1.1875 0.2679 -0.123
H -1.2510 -2.5552 6.0867 0.091
H 0.7664 -2.4596 4.8084 0.111
H -2.0356 -0.4160 0.9160 0.078
H -3.3396 0.8162 4.6567 0.123
H 2.6128 -2.7305 3.2927 0.138
H 4.6110 -3.2113 2.0815 0.105
H 6.1341 -2.8909 0.0636 0.103
H 5.3663 -1.4626 -1.7642 0.112
H 2.8771 -1.3261 -1.8027 0.074
C -0.1628 -2.4209 -3.6499 -0.306
Sb 0.2568 -0.7124 -2.4375 1.257
C 3.6232 0.5636 -1.1231 -0.083
C 1.5155 0.3830 -3.8437 -0.340
C 1.0554 0.3439 -5.2610 -0.302
C 1.6782 -0.5150 -6.1641 -0.052
C 1.2791 -0.5852 -7.4874 -0.078
C 0.2414 0.2195 -7.9329 -0.079
C -0.3895 1.0748 -7.0456 -0.061
C -0.0042 1.1489 -5.7092 -0.309
C -0.7650 2.0163 -4.7597 -0.277
Sb -1.9013 0.7324 -3.4549 1.432
C -3.1033 2.0995 -2.3973 -0.249
C -3.0350 -0.2879 -4.9154 -0.230
H 0.7019 -3.0827 -3.6478 0.011
H -0.3767 -2.1132 -4.6724 0.004
H -1.0170 -2.9318 -3.2119 0.010
H 4.2061 0.7342 -2.0305 0.082
H 4.1531 0.9936 -0.2729 0.078
H 2.6740 1.1021 -1.2161 0.026
H 2.5124 -0.0487 -3.7467 0.051
H 1.5551 1.3953 -3.4362 0.056
H 2.4982 -1.1325 -5.8176 0.115
H 1.7806 -1.2575 -8.1689 0.104
H -0.0742 0.1834 -8.9660 0.104
H -1.1994 1.7049 -7.3920 0.115
H -1.4593 2.6731 -5.2814 0.073
H -0.1232 2.6276 -4.1254 0.067
H -3.8763 2.4375 -3.0842 0.030
H -2.4681 2.9202 -2.0786 -0.011
H -3.5449 1.5952 -1.5445 0.009
H -3.9989 0.2094 -4.9774 0.027
H -3.1888 -1.3147 -4.6033 0.021
H -2.5040 -0.2370 -5.8627 0.009
C -2.3845 3.4355 3.9525 -0.082
C -2.8980 2.8012 2.7512 -0.078
C -2.5031 1.5802 2.3699 -0.027
C -1.6806 0.7036 3.2312 -0.254
C -1.2197 1.3704 4.5339 -0.116
C -1.5246 2.7870 4.7456 -0.045
N -1.2359 -0.9159 1.3075 -0.068
C -1.6365 -2.2996 1.4616 -0.262
C -2.7828 -2.6055 2.1793 -0.001
C -3.1523 -3.9292 2.3473 -0.055
C -2.3782 -4.9444 1.8028 -0.080
C -1.2359 -4.6316 1.0804 -0.069
C -0.8660 -3.3059 0.9069 -0.039
H -2.6234 4.4741 4.1333 0.106
H -3.5356 3.3803 2.0974 0.104
H -2.8088 1.2190 1.3959 0.092
H -0.2924 0.9972 4.9512 0.151
H -1.0169 3.3004 5.5513 0.112
H -3.3844 -1.8076 2.5934 0.131
H -4.0506 -4.1661 2.9003 0.109
H -2.6693 -5.9774 1.9339 0.101
H -0.6345 -5.4181 0.6445 0.103
H 0.0209 -3.0584 0.3270 0.096
F -2.2147 -1.4930 -1.3039 -0.034
B -3.6318 -1.3239 -1.1530 -1.311
F -3.8196 -0.4415 -0.0836 0.119
F -4.0710 -0.6937 -2.3396 0.055
F -4.2472 -2.5199 -0.9650 0.187

Record 3
88
Properties=species:S:1:pos:R:3:lowdin_charge:R:1 method="wB97M-V/def2-TZVPD" e_tot_ev=-216086.874 homo_ev=-5.9 homo_lumo_gap_ev=5.30 multiplicity=1 lumo_energy_ev=-0.63 relative_energy_ev=3.299
Sr 0.6102 0.0421 0.3301 1.410
O -1.5346 0.7626 1.1379 -0.387
P -2.0813 -0.3543 0.3176 0.729
C -0.9736 -0.7609 -1.1988 -0.367
P 0.2463 -2.2116 -0.8558 0.676
O 0.7345 -2.2673 0.5568 -0.434
C -0.4507 -3.7173 -1.4767 -0.287
C 0.0197 -4.8950 -0.9047 -0.058
C -0.3873 -6.1168 -1.4166 -0.060
C -1.2560 -6.1623 -2.4979 -0.064
C -1.7171 -4.9859 -3.0759 -0.065
C -1.3121 -3.7627 -2.5698 -0.078
C 1.6224 -1.7166 -1.9152 -0.306
C 1.4162 -1.1375 -3.1668 -0.072
C 2.4979 -0.7513 -3.9337 -0.060
C 3.7897 -0.9433 -3.4546 -0.062
C 4.0003 -1.5282 -2.2155 -0.053
C 2.9159 -1.9160 -1.4446 -0.079
C -3.6922 -0.0699 -0.4046 -0.266
C -4.4493 0.9292 0.2026 -0.047
C -5.7166 1.2207 -0.2771 -0.056
C -6.2266 0.5198 -1.3604 -0.065
C -5.4683 -0.4686 -1.9726 -0.069
C -4.2004 -0.7596 -1.5011 -0.088
C -2.1982 -1.8528 1.2891 -0.292
C -2.7421 -3.0164 0.7556 -0.082
C -2.7090 -4.1906 1.4861 -0.065
C -2.1255 -4.2065 2.7499 -0.058
C -1.6070 -3.0398 3.2949 -0.050
C -1.6521 -1.8632 2.5624 -0.066
H -0.3440 0.0993 -1.4853 0.022
H -1.6137 -0.9700 -2.0510 0.047
H 0.6856 -4.8510 -0.0518 0.118
H -0.0284 -7.0336 -0.9685 0.111
H -1.5745 -7.1174 -2.8939 0.109
H -2.3883 -5.0230 -3.9236 0.110
H -1.6734 -2.8553 -3.0377 0.097
H 0.4139 -0.9771 -3.5509 0.111
H 2.3384 -0.2853 -4.8963 0.113
H 4.6344 -0.6153 -4.0458 0.115
H 5.0026 -1.6598 -1.8328 0.117
H 3.0780 -2.3430 -0.4642 0.113
H -4.0341 1.4884 1.0319 0.117
H -6.2999 2.0026 0.1900 0.112
H -7.2151 0.7488 -1.7356 0.109
H -5.8635 -1.0061 -2.8244 0.108
H -3.6213 -1.5304 -1.9962 0.086
H -3.2115 -3.0196 -0.2217 0.102
H -3.1313 -5.0960 1.0699 0.110
H -2.0851 -5.1282 3.3155 0.108
H -1.1634 -3.0473 4.2806 0.112
H -1.2472 -0.9490 2.9820 0.114
C 1.4770 1.3125 4.2555 -0.033
C 0.7419 2.4215 3.5642 -0.324
C 0.2907 3.5385 4.3121 -0.015
C -0.3504 4.5570 3.6759 -0.032
C -0.5498 4.4941 2.2768 -0.192
C -1.2280 5.4816 1.5184 -0.636
Br -1.9528 7.0195 2.3709 0.731
C -1.3920 5.3412 0.1694 -0.188
C -0.8709 4.2220 -0.4888 -0.607
Br -1.1762 4.0306 -2.3471 0.731
C -0.1736 3.2113 0.1658 -0.455
O 0.3359 2.1973 -0.4208 -0.314
C -0.0416 3.3581 1.6085 -0.158
N 0.5802 2.3385 2.2695 0.140
H 2.5148 1.6050 4.4318 0.088
H 1.5033 0.4163 3.6343 0.061
H 1.0292 1.0753 5.2222 0.075
H 0.4563 3.5657 5.3811 0.110
H -0.7105 5.4161 4.2255 0.073
H -1.9213 6.0934 -0.3989 0.090
C 3.5498 3.7136 0.9771 -0.174
Si 3.9113 2.1340 0.0003 0.374
C 3.3146 2.3841 -1.7849 -0.179
C 5.8139 2.0265 -0.1476 -0.207
C 3.1597 0.6512 0.7882 -0.377
H 3.8179 4.6176 0.4259 0.025
H 4.1044 3.7114 1.9201 0.024
H 2.4908 3.7813 1.2262 -0.001
H 3.5258 3.3938 -2.1474 0.027
H 2.2371 2.2303 -1.8672 0.000
H 3.8130 1.6780 -2.4561 0.000
H 6.2692 2.9380 -0.5433 0.015
H 6.0883 1.2020 -0.8137 0.004
H 6.2600 1.8186 0.8282 0.015
H 3.3621 0.6202 1.8682 -0.055
H 3.7087 -0.2080 0.3683 -0.074

Record 4
130
Properties=species:S:1:pos:R:3:lowdin_charge:R:1 method="wB97M-V/def2-TZVPD" e_tot_ev=-156258.400 homo_ev=-11.0 homo_lumo_gap_ev=11.32 multiplicity=1 lumo_energy_ev=0.37 relative_energy_ev=0.000
C 5.2587 1.1889 3.8947 -0.013
C 4.4814 -0.0890 3.8663 -0.370
O 3.3906 0.1361 2.9829 0.097
C 3.3636 1.3707 2.5109 -0.538
O 2.7036 1.8871 1.6574 0.144
O 4.4038 2.0726 3.0741 0.052
F 4.0138 -0.4316 5.0286 0.132
H 6.2309 1.0159 3.3833 0.145
H 5.3764 1.5451 4.9213 0.142
H 5.1595 -0.8826 3.4430 0.176
C 4.5867 -1.6158 -2.1049 -0.006
C 3.3895 -2.1472 -1.3653 -0.282
O 3.5818 -1.4973 -0.0876 0.113
C 4.7695 -0.8766 0.0434 -0.555
O 5.1626 -0.3554 1.0104 0.203
O 5.4227 -0.8751 -1.1373 0.091
F 3.3791 -3.4925 -1.2446 0.092
H 4.2508 -0.9458 -2.9106 0.126
H 5.2598 -2.3740 -2.4971 0.145
H 2.4224 -1.7345 -1.7298 0.154
C -0.1982 -1.7899 -5.3460 -0.022
C 0.7092 -3.0856 -5.2322 -0.269
O -0.1994 -4.0841 -4.9435 0.124
C -1.3472 -3.4877 -4.4054 -0.507
O -2.0970 -4.0318 -3.6301 0.146
O -1.4214 -2.2383 -4.8112 0.092
F 1.6941 -3.0844 -4.2607 0.037
H -0.3031 -1.5780 -6.3709 0.128
H 0.1772 -1.0129 -4.7316 0.099
H 1.2725 -3.3867 -6.0801 0.155
C 1.4591 -3.8708 2.1084 -0.033
C 1.0465 -4.7318 3.3715 -0.214
O 2.2132 -4.9888 4.0770 0.163
C 3.2086 -4.6818 3.2158 -0.582
O 4.3402 -4.7245 3.4878 0.199
O 2.8508 -4.2182 1.9902 0.068
F 0.4918 -5.9602 2.8569 0.001
H 1.3061 -2.7875 2.2610 0.129
H 1.0052 -4.1765 1.1628 0.138
H 0.3276 -4.2966 4.0493 0.159
C -2.1377 5.6944 2.9805 -0.044
C -0.7977 5.4707 2.1828 -0.286
O -0.3256 4.2344 2.6442 0.076
C -1.0435 3.8258 3.7769 -0.499
O -0.8117 2.8755 4.4750 0.180
O -2.0119 4.7327 3.9770 0.061
F 0.1257 6.4200 2.5288 0.059
H -3.0597 5.5201 2.4627 0.122
H -2.1404 6.6854 3.4120 0.137
H -0.8690 5.3367 1.1299 0.148
C -6.0191 2.2036 1.4139 -0.069
C -5.5477 2.9139 0.1507 -0.291
O -4.1741 3.0012 0.3045 0.133
C -3.8812 2.7725 1.6457 -0.495
O -2.7903 2.9060 2.1217 0.175
O -4.9692 2.3947 2.3203 0.097
F -6.1115 4.1839 0.1205 0.030
H -6.1908 1.1636 1.2325 0.121
H -6.9578 2.6833 1.7210 0.151
H -5.8109 2.5153 -0.8343 0.175
C 2.5108 0.9628 -4.6879 -0.091
C 3.5292 1.9491 -5.0331 -0.269
O 3.3339 2.0251 -6.4593 0.129
C 2.8042 0.8779 -6.9329 -0.580
O 2.7427 0.5224 -8.0545 0.187
O 2.3972 0.1722 -5.8787 0.074
F 4.7920 1.4171 -4.8696 0.060
H 1.5324 1.4696 -4.4744 0.127
H 2.6522 0.3718 -3.8230 0.110
H 3.3955 2.9506 -4.5934 0.161
C -2.4563 -6.6907 2.5281 -0.041
C -2.6373 -6.3144 1.0442 -0.252
O -2.1866 -4.9916 1.0199 0.110
C -2.0733 -4.4590 2.2620 -0.565
O -1.8107 -3.3221 2.4271 0.189
O -2.4708 -5.4026 3.1305 0.094
F -4.0106 -6.3849 0.8623 0.040
H -1.5689 -7.2389 2.7390 0.120
H -3.2825 -7.2507 2.7946 0.115
H -2.1182 -6.8959 0.2769 0.176
C -1.2853 3.1151 -3.5407 0.001
C -2.4336 2.1710 -3.4658 -0.309
O -2.2827 1.2532 -4.5154 0.136
C -1.2306 1.6025 -5.2843 -0.555
O -0.8410 1.0714 -6.3006 0.148
O -0.6213 2.7145 -4.8223 0.057
F -3.5707 2.9329 -3.6505 0.042
H -0.5534 3.0590 -2.7306 0.122
H -1.6433 4.1436 -3.7445 0.152
H -2.5967 1.6326 -2.5442 0.148
C -3.8827 -2.6605 -0.8606 -0.014
C -3.6873 -1.3995 -1.6609 -0.271
O -3.3713 -0.4347 -0.6840 0.133
C -3.8546 -0.8707 0.4854 -0.520
O -4.0917 -0.1123 1.4079 0.142
O -4.1475 -2.1676 0.4733 0.107
F -4.8542 -0.9274 -2.1937 0.080
H -3.0417 -3.2819 -0.9127 0.109
H -4.7866 -3.2336 -1.1677 0.168
H -2.9186 -1.4677 -2.3618 0.143
C -2.4134 -0.1187 4.1425 -0.020
C -1.7558 -0.5645 5.4067 -0.312
O -0.4152 -0.1269 5.2741 0.133
C -0.1406 0.0124 3.9355 -0.519
O 0.9326 0.2892 3.5018 0.178
O -1.2749 -0.0619 3.1985 0.030
F -1.7362 -1.9117 5.5346 0.071
H -2.9085 0.8606 4.0562 0.137
H -3.1932 -0.8107 3.7872 0.136
H -2.1768 -0.1587 6.3423 0.178
C 3.4870 4.5015 0.2986 -0.027
C 1.9942 4.2549 0.5637 -0.250
O 1.6174 3.3877 -0.4902 0.104
C 2.5650 3.4605 -1.4804 -0.479
O 2.3564 2.9996 -2.5847 0.143
O 3.6890 4.0587 -1.0550 0.107
F 1.3587 5.5122 0.4322 0.010
H 4.1802 4.0022 1.0271 0.147
H 3.6598 5.5652 0.3426 0.134
H 1.6268 3.8621 1.5243 0.144
C -0.1759 0.8185 0.6113 -0.072
C 0.7235 -0.3293 0.4109 -0.275
O 0.9821 -0.2069 -0.9909 0.103
C -0.0607 0.4712 -1.5920 -0.499
O -0.2075 0.4937 -2.7894 0.157
O -0.7505 1.0293 -0.6296 0.101
F 0.0826 -1.5201 0.6142 0.081
H 0.3439 1.7171 0.9476 0.132
H -1.0461 0.6074 1.2480 0.136
H 1.6577 -0.2187 0.9335 0.135